Entry 1:
A structure of composition CuH20O34S6Zn3, computed with ωB97M-V with the def2-TZVPD basis set.

Computed properties:
LUMO (spin up / spin down), eV: 5.93 / 5.93
Orbital gap (spin up / spin down), hartree: 0.1001 / 0.0955
Net charge: -4
2S+1: 2
Strongest force on any atom, eV Å⁻¹: 6.1

Positions of all 64 atoms, in Å:
1 Zn 1.709 -2.222 1.554
2 Zn 1.250 2.435 2.435
3 Zn -2.750 0.911 -1.407
4 Cu 2.194 1.448 -1.906
5 S 1.221 -4.923 -0.242
6 O 0.805 -6.058 0.568
7 O 0.461 -4.883 -1.444
8 O 1.071 -3.678 0.485
9 O 2.628 -5.064 -0.665
10 S 2.129 -0.160 4.074
11 O 1.758 1.233 3.879
12 O 2.247 -0.822 2.761
13 O 3.428 -0.286 4.748
14 O 1.157 -0.850 4.908
15 S -0.145 0.173 0.392
16 O 0.225 -1.159 0.929
17 O 0.047 1.150 1.528
18 O 0.753 0.507 -0.702
19 O -1.518 0.283 -0.085
20 S 2.276 -1.933 -3.072
21 O 3.358 -2.791 -2.579
22 O 1.023 -2.305 -2.447
23 O 2.554 -0.528 -2.676
24 O 2.173 -1.971 -4.470
25 S 1.285 4.396 -0.214
26 O 0.244 5.270 -0.750
27 O 1.333 3.189 -1.101
28 O 2.578 5.018 -0.247
29 O 0.954 3.941 1.138
30 S -1.876 -0.767 -4.034
31 O -0.640 -0.620 -4.837
32 O -1.891 -2.042 -3.330
33 O -1.816 0.263 -2.977
34 O -3.012 -0.577 -4.918
35 O -1.160 -0.293 3.888
36 H -0.331 -0.284 4.382
37 H -1.002 0.306 3.154
38 O -1.673 2.640 -1.330
39 H -1.065 2.828 -0.609
40 H -1.639 3.424 -1.882
41 O -3.071 -0.610 1.899
42 H -2.389 -0.422 1.240
43 H -2.615 -0.569 2.743
44 O -0.304 3.045 3.674
45 H -0.098 3.627 4.408
46 H -1.249 3.143 3.542
47 O 2.770 1.437 1.480
48 H 2.758 0.513 1.754
49 H 3.620 1.554 1.054
50 O 0.532 1.776 -3.377
51 H 0.820 1.652 -4.283
52 H -0.191 1.148 -3.266
53 O -1.385 -3.032 -0.461
54 H -0.847 -2.319 -0.098
55 H -1.822 -3.411 0.304
56 O -4.182 1.477 -0.078
57 H -4.283 2.319 0.372
58 H -4.723 0.864 0.425
59 O -3.824 -0.871 -1.134
60 H -3.900 -1.446 -0.369
61 H -4.424 -1.245 -1.782
62 O 2.740 -1.368 0.056
63 H 2.216 -0.828 -0.551
64 H 3.510 -1.629 -0.455



Entry 2:
A cluster of 2 separate species, C3H6N2O2 in total, computed with ωB97M-V with the def2-TZVPD basis set.

Computed properties:
Energy relative to the best compared isomer or geometry (same formula, charge and spin), kJ/mol: 510.5
LUMO, eV: 0.45
Orbital gap, hartree: 0.3355
Strongest force on any atom, eV Å⁻¹: 2.8

Positions of all 13 atoms, in Å:
1 C -0.980 0.609 0.397
2 C -0.130 1.702 -0.179
3 C 0.660 -1.243 -0.284
4 O -0.895 0.205 1.552
5 N 0.308 -1.338 -1.429
6 N 0.918 -1.635 0.942
7 O 0.370 -0.933 -2.571
8 H 0.344 -1.119 1.636
9 H -1.907 0.428 -0.179
10 H 1.123 -2.610 1.104
11 H 0.797 1.806 0.380
12 H -0.690 2.635 -0.142
13 H 0.082 1.493 -1.228



Entry 3:
A cluster of 2 separate species, C4H12S in total, computed with ωB97M-V with the def2-TZVPD basis set.

Computed properties:
Energy relative to the best compared isomer or geometry (same formula, charge and spin), kJ/mol: 84.0
SMILES: CSC.CC
LUMO, eV: 1.03
Orbital gap, hartree: 0.3484
Strongest force on any atom, eV Å⁻¹: 2.8

Positions of all 17 atoms, in Å:
1 C -0.536 -1.875 -1.338
2 S 0.534 -1.583 0.105
3 C 0.837 -3.135 1.055
4 H -1.310 -1.106 -1.337
5 H 0.048 -1.796 -2.257
6 H -1.130 -2.780 -1.468
7 H -0.019 -3.804 0.975
8 H 0.539 -2.773 2.055
9 H 1.880 -3.406 1.058
10 C -0.338 2.111 0.487
11 C 0.173 3.398 -0.181
12 H 0.438 1.561 1.011
13 H -1.085 2.456 1.199
14 H -0.855 1.457 -0.213
15 H 1.197 3.365 -0.556
16 H 0.111 4.305 0.424
17 H -0.485 3.605 -1.019



Entry 4:
An isolated molecule of C5H7NO, computed with ωB97M-V with the def2-TZVPD basis set.

Computed properties:
Energy relative to the best compared isomer or geometry (same formula, charge and spin), kJ/mol: 110.1
SMILES: C[C@H](C#N)/C=C\O
LUMO, eV: 0.77
Orbital gap, hartree: 0.3745
Strongest force on any atom, eV Å⁻¹: 1.1

Positions of all 14 atoms, in Å:
1 C 0.746 1.738 0.280
2 C 0.334 0.382 -0.309
3 C -0.711 0.570 -1.328
4 N -1.515 0.686 -2.153
5 C -0.086 -0.580 0.781
6 C -0.459 -1.852 0.659
7 O -0.672 -2.527 -0.487
8 H 1.094 2.413 -0.506
9 H 1.562 1.585 0.993
10 H -0.094 2.210 0.802
11 H 1.195 -0.036 -0.850
12 H -0.003 -0.226 1.796
13 H -0.628 -2.460 1.547
14 H -0.763 -1.903 -1.226



Entry 5:
A cluster of 2 separate species, C6H9NO2 in total, computed with ωB97M-V with the def2-TZVPD basis set.

Computed properties:
Energy relative to the best compared isomer or geometry (same formula, charge and spin), kJ/mol: 270.8
SMILES: O=C1[C@H]2C[C@H]2[C@H]2CN12.O
LUMO, eV: 0.73
Orbital gap, hartree: 0.3785
Strongest force on any atom, eV Å⁻¹: 3.5

Positions of all 18 atoms, in Å:
1 O 1.085 -0.768 2.052
2 C 0.408 -1.187 1.144
3 C 0.565 -2.509 0.450
4 C -0.299 -3.644 0.958
5 C -0.757 -2.834 -0.208
6 C -1.673 -1.649 0.023
7 C -2.192 -1.280 1.358
8 N -0.973 -0.640 0.828
9 H 1.537 -2.733 0.011
10 H 0.080 -4.644 0.747
11 H -0.795 -3.550 1.924
12 H -0.782 -3.286 -1.198
13 H -2.191 -1.263 -0.857
14 H -3.055 -0.617 1.428
15 H -2.065 -1.961 2.201
16 O 0.629 1.392 -0.403
17 H -0.411 1.291 -0.244
18 H 0.801 0.837 -1.170



Entry 6:
A structure of composition C48H41FN2O6PtS2Si, computed with ωB97M-V with the def2-TZVPD basis set.

Computed properties:
Energy relative to the best compared isomer or geometry (same formula, charge and spin), kJ/mol: 146.9
LUMO, eV: -7.32
Orbital gap, hartree: 0.2167
Net charge: +2
Strongest force on any atom, eV Å⁻¹: 2.2

Positions of all 102 atoms, in Å:
1 Pt -0.104 -0.035 -0.101
2 C -5.953 -3.416 5.201
3 C -4.883 -3.055 4.212
4 C -4.651 -1.725 3.871
5 C -3.688 -1.383 2.936
6 C -2.950 -2.403 2.344
7 C -3.165 -3.740 2.647
8 C -4.128 -4.050 3.591
9 S -1.713 -2.008 1.168
10 O -1.861 -0.488 0.886
11 C -0.162 -2.143 1.991
12 C 0.577 -3.302 1.648
13 C 1.790 -3.499 2.229
14 C 2.329 -2.544 3.130
15 C 3.608 -2.736 3.709
16 C 4.123 -1.809 4.564
17 C 3.386 -0.643 4.884
18 C 2.149 -0.433 4.350
19 C 1.587 -1.382 3.457
20 C 0.291 -1.206 2.884
21 C -0.582 -0.111 3.420
22 C -1.223 -0.384 4.667
23 C -1.169 -1.679 5.261
24 C -1.814 -1.927 6.433
25 C -2.544 -0.902 7.085
26 C -2.613 0.345 6.544
27 C -1.959 0.631 5.319
28 C -2.023 1.923 4.746
29 C -1.440 2.197 3.548
30 C -0.731 1.153 2.885
31 S 0.046 1.642 1.388
32 O 1.439 1.952 1.577
33 C -0.829 2.999 0.732
34 C -0.030 4.074 0.354
35 C -0.653 5.205 -0.157
36 C -2.036 5.260 -0.305
37 C -2.692 6.488 -0.865
38 C -2.801 4.156 0.088
39 C -2.215 3.019 0.606
40 H -6.036 -2.669 5.989
41 H -5.761 -4.383 5.663
42 H -6.921 -3.474 4.700
43 H -5.231 -0.943 4.343
44 H -3.516 -0.348 2.674
45 H -2.597 -4.527 2.165
46 H -4.302 -5.089 3.841
47 H 0.192 -3.997 0.912
48 H 2.373 -4.379 1.990
49 H 4.167 -3.630 3.460
50 H 5.099 -1.960 5.004
51 H 3.810 0.087 5.560
52 H 1.601 0.465 4.605
53 H -0.619 -2.473 4.773
54 H -1.771 -2.913 6.876
55 H -3.043 -1.115 8.021
56 H -3.164 1.133 7.040
57 H -2.544 2.707 5.280
58 H -1.490 3.191 3.135
59 H 1.042 4.032 0.471
60 H -0.050 6.057 -0.441
61 H -2.050 6.979 -1.593
62 H -2.889 7.206 -0.066
63 H -3.645 6.253 -1.337
64 H -3.879 4.199 -0.002
65 H -2.814 2.176 0.926
66 C -3.087 0.382 -1.665
67 Si -1.315 0.610 -2.096
68 C -0.918 2.275 -2.726
69 C -0.629 -0.823 -2.972
70 C 0.731 -0.979 -3.315
71 C 1.182 -2.062 -4.042
72 C 0.277 -3.036 -4.445
73 C -1.073 -2.923 -4.120
74 C -1.517 -1.854 -3.372
75 H -3.636 0.632 -2.581
76 H -3.434 1.045 -0.878
77 H -3.328 -0.641 -1.381
78 H -1.396 2.290 -3.712
79 H 0.156 2.416 -2.859
80 H -1.303 3.103 -2.135
81 H 1.440 -0.204 -3.054
82 H 2.232 -2.147 -4.289
83 H 0.621 -3.886 -5.018
84 H -1.769 -3.680 -4.453
85 H -2.568 -1.789 -3.127
86 F 6.065 -2.886 1.626
87 C 5.676 -2.496 0.415
88 C 5.037 -1.351 0.214
89 N 4.645 -0.954 -1.063
90 C 3.797 0.196 -1.220
91 C 2.408 -0.107 -0.772
92 O 1.528 0.896 -0.751
93 O 2.013 -1.220 -0.432
94 C 4.848 -1.752 -2.171
95 O 4.422 -1.465 -3.272
96 N 5.559 -2.905 -1.928
97 C 5.993 -3.404 -0.697
98 O 6.549 -4.463 -0.591
99 H 4.808 -0.674 1.026
100 H 3.751 0.445 -2.283
101 H 4.189 1.069 -0.694
102 H 5.756 -3.479 -2.737



E
In order: -324844.69748; -10279.50679; -15176.83587; -8835.06213; -11950.51168; -101206.11086
Unit: eV